DFT (ωB97M-V/def2-TZVPD) results for a molecular structure, C54H58CaN8OP2Si2 in a non-equilibrium geometry.

```
126
Properties=species:S:1:pos:R:3:forces:R:3
Ca 0.618038 0.005619 -0.194338 0.0962 0.6275 0.1023
C 2.029237 -1.226698 -4.153311 -0.2402 0.1115 0.0315
Si 0.497678 -0.161542 -3.801705 0.3249 0.2050 -0.0874
C -0.682352 -0.320348 -5.280592 0.1291 -0.0102 0.2184
C 1.132693 1.637565 -3.797996 -0.0944 -0.2404 -0.1027
N -0.160881 -0.437814 -2.244707 -0.4287 -0.4040 -0.9166
P -0.968437 -1.769081 -1.738641 0.5656 -0.6937 0.2515
C -0.589637 -2.237517 -0.152387 -1.2426 1.6192 -0.1554
P -1.007226 -1.678308 1.393588 0.5005 -0.9508 -0.1386
N 0.026961 -0.527802 1.926070 -0.3854 -0.4019 0.9271
Si 0.604749 -0.118279 3.484260 0.2625 0.2859 0.0124
C 0.451901 -1.358467 4.910508 -0.1153 0.0646 -0.3164
C -0.174341 1.498458 4.108869 0.1832 -0.2004 -0.0556
C 2.473023 0.202263 3.308685 -0.2510 0.0306 0.1151
C -0.772196 -3.175044 2.429116 0.1698 0.0211 0.0620
C -1.722495 -3.812171 3.214007 -0.0315 0.1557 -0.0579
C -1.393490 -4.961542 3.924434 0.0149 -0.0850 0.0509
C -0.116756 -5.491133 3.848444 -0.0494 -0.0512 0.0298
C 0.839175 -4.874273 3.048145 0.0196 0.0425 -0.0145
C 0.509532 -3.728312 2.349022 -0.0945 -0.0024 0.1087
C -2.688427 -1.104103 1.853366 0.0365 -0.0699 -0.3087
C -2.974227 -0.792817 3.182115 0.0789 0.0205 -0.0914
C -4.215873 -0.288222 3.533082 0.0364 0.0270 0.0834
C -5.183916 -0.082776 2.557086 -0.0501 -0.0047 -0.0358
C -4.907772 -0.387368 1.232840 -0.0694 0.0394 0.0550
C -3.663984 -0.898127 0.886183 0.0629 -0.0774 0.0654
C -2.697980 -1.547248 -2.307465 0.0556 -0.0538 0.2127
C -3.572492 -2.628942 -2.387139 0.0264 0.0659 0.0344
C -4.876516 -2.441049 -2.819232 -0.0221 -0.0669 0.0130
C -5.325931 -1.168721 -3.146958 -0.0294 0.0102 0.0177
C -4.472531 -0.080347 -3.029611 -0.0671 0.0389 -0.0004
C -3.162547 -0.271748 -2.616457 0.0623 -0.1392 -0.0416
C -0.399601 -3.187289 -2.762103 0.1054 0.0773 -0.1080
C 0.706980 -3.898474 -2.297260 -0.0726 -0.0768 -0.0087
C 1.289443 -4.891774 -3.066754 0.0125 0.0083 -0.0160
C 0.769361 -5.195833 -4.318090 0.0043 -0.0141 -0.0268
C -0.336915 -4.505208 -4.786954 -0.0183 -0.0204 -0.0735
C -0.913018 -3.502586 -4.017517 0.0035 0.0799 0.0822
H 2.673761 -0.756366 -4.900930 -0.0253 0.0160 -0.0121
H 1.761706 -2.219663 -4.520793 -0.0085 -0.0219 0.0517
H 2.608812 -1.353060 -3.234689 0.0281 -0.0045 -0.0110
H -0.442836 0.426243 -6.041999 0.0261 0.0060 0.0045
H -1.725665 -0.181892 -4.988600 0.0057 0.0213 -0.0103
H -0.592223 -1.304758 -5.742741 -0.0170 0.0110 -0.0042
H 1.909569 1.753747 -4.557697 0.0080 0.0373 0.0126
H 1.568431 1.910214 -2.831418 0.0144 0.0386 -0.0015
H 0.343447 2.354969 -4.039837 0.0051 0.0218 0.0678
H -0.570667 -1.447003 5.284419 0.0202 -0.0188 0.0201
H 1.080467 -1.028328 5.741643 -0.0073 0.0852 -0.0191
H 0.777608 -2.356208 4.617263 0.0223 -0.0360 0.0286
H -1.253584 1.395047 4.247361 -0.0112 0.0034 -0.0151
H -0.000454 2.319142 3.407475 -0.0035 0.0047 0.0133
H 0.255939 1.786160 5.071959 0.0015 -0.0032 -0.0018
H 3.007981 -0.733514 3.120501 -0.0159 -0.0095 -0.0279
H 2.877134 0.631519 4.229622 0.0359 0.0083 -0.0262
H 2.696397 0.893545 2.490116 0.0070 -0.0056 -0.0023
H -2.728530 -3.415140 3.276154 0.0102 -0.0226 0.0084
H -2.140280 -5.446237 4.541139 -0.0141 0.0071 -0.0173
H 0.130431 -6.388765 4.401408 0.0131 0.0124 -0.0025
H 1.834950 -5.295851 2.974710 -0.0009 0.0148 -0.0078
H 1.235649 -3.228669 1.718331 0.0567 -0.0715 -0.0250
H -2.210330 -0.949448 3.935010 -0.0849 0.0252 0.0602
H -4.432806 -0.053438 4.568147 0.0086 -0.0087 -0.0006
H -6.156125 0.305949 2.834221 0.0079 0.0093 -0.0018
H -5.663278 -0.235578 0.471487 0.0322 0.0033 -0.0214
H -3.441345 -1.142559 -0.140745 -0.0648 -0.0060 0.0158
H -3.223946 -3.615343 -2.104384 -0.0078 -0.0280 -0.0405
H -5.547227 -3.287130 -2.903594 0.0123 -0.0021 0.0202
H -6.342595 -1.029951 -3.492749 0.0010 0.0234 0.0190
H -4.830668 0.914292 -3.268028 0.0217 0.0000 -0.0094
H -2.472149 0.557143 -2.531004 -0.0148 0.0444 -0.0359
H 1.078654 -3.666024 -1.307107 0.0038 -0.0216 0.0254
H 2.148677 -5.436117 -2.693824 -0.0054 0.0114 0.0170
H 1.222500 -5.969846 -4.925066 -0.0093 -0.0091 0.0161
H -0.753985 -4.747342 -5.756989 0.0009 0.0196 0.0016
H -1.766242 -2.960128 -4.403948 -0.0329 -0.0062 -0.0061
N 9.328476 -5.076469 3.384448 -0.0267 0.0226 -0.0240
C 8.578400 -4.392901 2.845540 0.2483 -0.1962 0.1613
C 7.646440 -3.540489 2.178140 -0.3554 0.2910 -0.2317
C 8.071409 -2.695945 1.152630 0.0510 -0.1387 0.1707
C 7.166349 -1.874674 0.511418 -0.1266 0.1011 -0.1612
C 5.829445 -1.875887 0.893932 0.2302 -0.2945 0.2051
C 5.400300 -2.718465 1.915625 -0.1480 0.1457 -0.1029
C 6.301542 -3.548632 2.549581 0.1889 -0.0969 0.0436
N 4.907355 -1.009035 0.263846 -0.0747 0.1011 0.0040
C 5.180299 0.242240 -0.251444 -0.0760 0.1349 -0.0949
C 3.986210 0.749861 -0.657786 0.1905 -0.0854 0.0663
N 2.988452 -0.161020 -0.403368 0.3628 -0.0222 -0.0038
C 3.571251 -1.198574 0.147455 -0.0792 0.0058 -0.1048
H 9.112696 -2.692976 0.862176 -0.0063 0.0025 -0.0290
H 7.498387 -1.248038 -0.305150 -0.0109 0.0150 0.0130
H 4.364161 -2.710150 2.227910 0.0210 0.0129 0.0345
H 5.975057 -4.197767 3.350281 -0.0282 0.0022 -0.0120
H 6.172673 0.654385 -0.262191 -0.0089 -0.0024 0.0272
H 3.779440 1.702576 -1.115882 0.0441 -0.0045 0.0049
H 3.063331 -2.107278 0.431713 0.0491 0.0004 0.0581
C 0.984017 7.445823 2.201662 -0.0538 -0.0780 -0.0441
C -0.057633 7.180195 1.148245 0.0328 0.0134 0.0062
C -1.370785 7.607867 1.297901 0.0248 0.0134 -0.0106
C -2.329604 7.334239 0.335694 -0.1071 -0.0720 0.0064
C -2.000103 6.626954 -0.815063 0.1634 -0.0679 0.1074
N -3.018111 6.391396 -1.767289 0.0096 0.0018 0.1156
C -3.132276 5.442839 -2.762156 -0.2824 -0.1420 0.0114
O -3.747142 5.677052 -3.783388 0.1254 0.0417 -0.0312
N -2.579255 4.192463 -2.539716 0.2736 0.1528 -0.0405
C -2.379454 3.524170 -1.320879 0.0506 0.0957 0.2333
C -3.202385 3.714245 -0.213402 0.1128 -0.0283 -0.0517
C -2.932625 3.006745 0.943157 -0.0465 0.0577 -0.0258
C -1.850679 2.141648 0.973628 -0.0363 0.0081 0.0864
N -1.068521 1.948831 -0.087202 0.0946 -0.2048 -0.0443
C -1.336738 2.612005 -1.209058 -0.0418 0.1676 -0.0344
C -0.677015 6.230478 -0.994111 -0.1023 -0.0750 -0.0973
C 0.267558 6.492149 -0.016801 -0.0220 0.0006 0.0413
H 0.635628 8.185319 2.921069 0.0216 0.0031 0.0109
H 1.908335 7.809262 1.751603 0.0075 0.0167 0.0273
H 1.220294 6.528870 2.746041 0.0144 0.0296 0.0267
H -1.655765 8.156710 2.187623 -0.0019 0.0138 -0.0097
H -3.351045 7.668221 0.480671 0.0040 -0.0271 0.0065
H -3.663385 7.152541 -1.899767 -0.0136 0.0297 -0.1639
H -2.482099 3.649427 -3.382654 -0.1088 0.0109 -0.0493
H -4.032050 4.406193 -0.265187 -0.0306 -0.0202 -0.0080
H -3.569965 3.109856 1.810663 0.0535 -0.0031 0.0297
H -1.602386 1.575942 1.862282 -0.0139 -0.0191 -0.0493
H -0.699294 2.398603 -2.061240 -0.0222 0.0478 0.0103
H -0.374167 5.735338 -1.905264 -0.0548 -0.1036 -0.0654
H 1.288602 6.161298 -0.171351 -0.0038 0.0254 -0.0184
```
Positions in Å, forces in eV/Å.

The value obtained for the strongest force on any atom is 2.047 eV Å⁻¹. The value obtained for the highest occupied orbital energy is -6.83 eV.

***

DFT (ωB97M-V/def2-TZVPD) results for 3 unconnected molecules or ions with the total composition C20H38FNO3PSSi in a non-equilibrium geometry.

```
66
Properties=species:S:1:pos:R:3:forces:R:3
O 6.727862 1.162785 6.181931 0.2628 -0.3817 0.1094
P 5.701822 2.067232 5.615215 0.5511 -0.2953 0.0682
Si 4.012775 0.894830 4.636269 0.1664 0.1416 0.0445
S 4.412720 -1.175217 4.941190 -0.4773 -0.2026 0.2148
C 2.368324 1.343331 5.437472 0.5947 -1.0344 -0.7982
C 1.313136 0.293890 5.053746 0.1825 1.1091 0.7522
C -0.112245 0.774491 5.022734 -1.3638 -1.1244 -0.1514
O -1.031964 -0.003525 4.865583 0.8818 0.9697 -0.2145
O -0.318876 2.116513 5.180219 0.8694 -0.2121 -0.0008
H 5.152321 2.919778 6.599591 -0.2050 0.2913 -0.3467
H 6.229021 2.906370 4.604582 -0.3302 0.3366 0.1209
H 3.975099 1.206693 3.185237 -0.0375 0.0652 -0.0152
H 5.575060 -1.331318 4.301037 0.1366 0.3385 -0.0646
H 2.124218 2.327067 5.065957 -0.2032 0.3759 0.0997
H 2.524061 1.357384 6.502089 -0.1320 0.2872 0.5021
H 1.531467 -0.136758 4.088790 -0.1426 -0.2720 -0.4550
H 1.342906 -0.507557 5.770742 0.0061 -0.5542 0.1451
H -0.719915 2.458427 4.382849 -0.7359 0.2238 -0.1100
C -3.938904 0.383814 -0.142635 0.0740 0.0007 0.1010
C -3.042793 0.281499 1.088514 -0.0464 -0.1000 -0.0985
C -1.775733 1.149047 1.036789 -0.1138 -0.0247 0.2455
C -0.988669 1.232311 -0.267654 -0.2058 0.2142 0.1806
N -0.074583 0.084947 -0.661216 0.2479 -0.2395 -0.2007
C 1.367548 0.430948 -0.383052 -0.0192 0.0322 0.1692
C 1.517201 0.217014 1.112344 -0.0529 -0.0444 0.1514
C 0.604762 -0.983868 1.425711 -0.0598 0.0644 0.1768
C -0.251515 -1.163832 0.171993 0.0035 -0.2133 0.0784
C -0.271728 -0.273109 -2.118317 0.0444 -0.0071 -0.1958
C 0.234583 0.722459 -3.148323 -0.0929 0.3428 -0.1061
C -0.512763 2.049539 -3.291082 0.0692 -0.0377 0.0836
H -3.430563 0.064945 -1.056138 -0.0310 -0.0022 -0.0196
H -4.809287 -0.258258 -0.023429 -0.0418 0.0160 -0.0081
H -4.297200 1.404229 -0.288345 0.0298 0.0109 -0.0630
H -2.804080 -0.766287 1.278861 -0.0047 0.0259 0.0351
H -3.612701 0.596812 1.963257 0.0412 0.0077 0.0394
H -1.127561 0.908487 1.881919 -0.0156 -0.0124 -0.0294
H -2.098205 2.178930 1.216047 0.0532 0.0583 -0.1090
H -0.356904 2.115699 -0.230804 0.0513 0.0117 -0.0219
H -1.681699 1.380414 -1.088849 -0.0057 -0.0728 -0.0447
H 1.975957 -0.269629 -0.953353 0.0141 -0.0229 -0.0192
H 1.574623 1.444879 -0.709977 0.0072 -0.0042 -0.1103
H 1.185342 1.102577 1.657425 0.0242 0.0375 -0.0305
H 2.550973 0.034681 1.395006 0.0480 0.0408 -0.0653
H 0.001073 -0.808349 2.315072 -0.0349 -0.0236 -0.0147
H 1.180369 -1.886643 1.616888 0.0247 -0.0263 -0.0623
H -1.303525 -1.354016 0.341454 0.0054 0.0890 -0.0079
H 0.138802 -1.985072 -0.422934 0.0132 0.0218 -0.0875
H -1.335492 -0.473899 -2.246401 -0.0333 0.0369 -0.0086
H 0.264856 -1.208469 -2.266998 0.0079 -0.0410 0.0449
H 0.155399 0.201767 -4.103178 0.0053 -0.1215 0.0378
H 1.299953 0.913066 -3.004393 0.0217 -0.0738 0.0191
H -1.591532 1.896819 -3.346490 -0.0097 -0.0007 -0.0135
H -0.205934 2.543218 -4.210865 0.0038 -0.0182 -0.0342
H -0.295579 2.742370 -2.478138 -0.0477 0.0125 0.0199
F -2.164342 -0.329818 -4.994533 0.0096 -0.0110 0.0834
C -2.126241 -1.563199 -5.564488 -0.0027 -0.1620 -0.0856
C -2.110715 -1.660582 -6.938763 0.0110 0.1962 -0.1183
C -2.066023 -2.921168 -7.514375 0.0009 -0.0630 0.0961
C -2.045013 -4.055561 -6.714825 0.0027 -0.0352 -0.0330
C -2.065176 -3.931554 -5.333902 0.0118 0.0162 -0.0693
C -2.102707 -2.674420 -4.748158 0.0278 0.0674 0.1956
H -2.134857 -0.764137 -7.543467 -0.0011 0.0107 0.0156
H -2.048609 -3.017028 -8.590546 -0.0116 0.0151 -0.0303
H -2.014696 -5.035623 -7.169103 -0.0020 -0.0203 -0.0057
H -2.055331 -4.814163 -4.709928 0.0051 -0.0144 0.0248
H -2.118571 -2.556199 -3.671852 -0.0498 0.0010 -0.0061
```
Positions in Å, forces in eV/Å.

The value obtained for the strongest force on any atom is 1.774 eV Å⁻¹. The value obtained for the highest occupied orbital energy is -11.45 eV. As for the charge: +1.

***

DFT (ωB97M-V/def2-TZVPD) results for a single C3H6N2OS2 molecule in a non-equilibrium geometry.

```
14
Properties=species:S:1:pos:R:3:forces:R:3
C -2.713817 -1.175812 -0.477581 0.0190 2.3737 -0.3540
C -0.439333 0.079002 -0.057007 -2.8680 -0.4329 -2.7900
C 2.330941 0.304647 -0.848568 2.9138 0.9120 -2.2480
H -3.608815 -1.557063 -0.019295 -0.1837 -1.3345 -0.2362
H -3.157864 -0.074768 -0.696927 1.6469 -2.4743 -0.2044
H -2.164190 -1.718129 -1.379695 -1.6257 1.2429 2.1939
H 1.230906 1.950150 -1.165460 0.5307 -0.5755 1.5971
H 3.171692 0.546034 -1.596453 -1.5282 0.2549 0.6550
H 2.666881 -1.569127 -1.012720 0.7707 -0.0381 -0.1761
N 1.648818 1.425365 -0.345309 0.8675 0.6346 -1.8742
N 2.188311 -0.868252 -0.484974 -1.6045 -0.9214 1.2093
O -0.638894 0.186437 -1.304172 1.4080 -0.2849 4.5264
S -1.582568 -0.930997 1.000436 0.4830 0.5730 -2.5799
S 0.647936 1.042534 0.900492 -0.8296 0.0704 0.2812
```
Positions in Å, forces in eV/Å.

The value obtained for the relative energy (zero: lowest compared OMol25 entry of this formula, charge and spin) is 62.4 kcal/mol. As for the SMILES: [H]/N=C/NSC(=O)SC. The value obtained for the strongest force on any atom is 4.749 eV Å⁻¹. The value obtained for the highest occupied orbital energy is -9.29 eV.